Entry 1:
This record from OMol25 describes the molecule C3H5N5 in a non-equilibrium geometry. The level of theory is the ωB97M-V functional and the def2-TZVPD basis.

Each atom is followed by the atoms it is bonded to, with distances in Å.
Element x y z (Å)
1 H -1.629 -1.787 2.042  N2 1.149
2 N -0.964 -0.858 1.919  H1 1.149, C3 1.366
3 C -0.891 -0.657 0.570  N2 1.366, N4 1.405, N7 1.407
4 N -1.815 -1.419 -0.165  C3 1.405, N5 1.213
5 N -1.568 -1.383 -1.352  N4 1.213, N6 1.441
6 N -0.384 -0.594 -1.584  N5 1.441, N7 1.348, H10 1.231
7 N 0.014 -0.144 -0.377  C3 1.407, N6 1.348, C8 1.354
8 C 1.059 0.716 -0.430  N7 1.354, C9 1.322, H11 1.200
9 C 1.478 1.453 0.584  C8 1.322, H12 1.289, H13 1.200
10 H -0.678 0.501 -2.065  N6 1.231
11 H 1.291 1.212 -1.497  C8 1.200
12 H 1.538 0.967 1.776  C9 1.289
13 H 2.550 1.992 0.579  C9 1.200

E_tot   -390.85465 Eh
Energy above the lowest of the compared OMol25 structures with the same formula, charge and spin   165.5 kcal/mol
SMILES   [H]/N=c1\nn[nH]n1C=C

---

Entry 2:
This record from OMol25 describes a cluster of 2 separate species, C12H13N2O in total in a non-equilibrium geometry. The level of theory is the ωB97M-V functional and the def2-TZVPD basis.

Each atom is followed by the atoms it is bonded to, with distances in Å.
Element x y z (Å)
1 C 2.050 -1.272 -2.996  C2 1.403, C3 1.457, H16 1.023
2 C 2.137 -1.752 -1.680  C1 1.403, C6 1.394, H17 1.184
3 C 1.182 -0.143 -3.306  C1 1.457, C7 1.392, H18 1.110
4 C -1.819 3.616 1.222  C5 1.378, C8 1.365, H19 1.136
5 C -2.287 4.051 0.001  C4 1.378, C9 1.350, H20 1.020
6 C 1.320 -1.189 -0.701  C2 1.394, C10 1.426, H21 1.097
7 C 0.317 0.290 -2.305  C3 1.392, C10 1.426, H22 1.074
8 C -1.296 2.358 1.295  C4 1.365, C11 1.409, H23 1.015
9 C -2.113 3.334 -1.129  C5 1.350, N13 1.340, H24 1.043
10 C 0.307 -0.224 -0.975  C6 1.426, C7 1.426, C12 1.436
11 C -1.127 1.641 0.094  C8 1.409, C12 1.434, N13 1.331
12 C -0.450 0.377 0.087  C10 1.436, C11 1.434, O15 1.314
13 N -1.512 2.136 -1.079  C9 1.340, C11 1.331
14 N 0.283 -2.880 2.864  H25 1.032, H26 0.953, H27 1.035
15 O -0.367 -0.146 1.290  C12 1.314, H28 0.988
16 H 2.737 -1.508 -3.716  C1 1.023
17 H 3.046 -2.383 -1.259  C2 1.184
18 H 1.045 0.330 -4.301  C3 1.110
19 H -2.090 4.234 2.136  C4 1.136
20 H -2.775 4.945 0.048  C5 1.020
21 H 1.649 -1.479 0.304  C6 1.097
22 H -0.405 1.051 -2.536  C7 1.074
23 H -0.904 2.018 2.167  C8 1.015
24 H -2.122 3.685 -2.111  C9 1.043
25 H 0.813 -3.466 2.200  N14 1.032
26 H -0.608 -3.138 3.085  N14 0.953
27 H 0.784 -2.545 3.706  N14 1.035
28 H 0.106 -1.013 1.299  O15 0.988

E_tot   -649.52483 Eh
Net charge   +1
Energy above the lowest of the compared OMol25 structures with the same formula, charge and spin   52.8 kcal/mol

---

Entry 3:
This record from OMol25 describes a cluster of 2 separate species, C2H10N2 in total in a non-equilibrium geometry. The level of theory is the ωB97M-V functional and the def2-TZVPD basis.

Each atom is followed by the atoms it is bonded to, with distances in Å.
Element x y z (Å)
1 N -0.573 -0.080 1.328  C2 1.459, H4 1.007, H5 1.006
2 C -1.003 -1.450 1.069  N1 1.459, N3 1.449, H6 1.105, H7 1.096
3 N 0.101 -2.211 0.519  C2 1.449, H8 1.015, H9 1.010
4 H 0.275 0.131 0.827  N1 1.007
5 H -1.314 0.572 1.131  N1 1.006
6 H -1.891 -1.488 0.412  C2 1.105
7 H -1.351 -1.890 2.011  C2 1.096
8 H 0.319 -1.863 -0.409  N3 1.015
9 H -0.148 -3.188 0.466  N3 1.010
10 C 1.095 2.295 -1.496  H11 1.085, H12 1.099, H13 1.081, H14 1.070
11 H 0.380 2.010 -0.731  C10 1.085
12 H 2.043 1.856 -1.156  C10 1.099
13 H 0.901 1.946 -2.502  C10 1.081
14 H 1.167 3.362 -1.470  C10 1.070

E_tot   -191.68215 Eh
Energy above the lowest of the compared OMol25 structures with the same formula, charge and spin   9.6 kcal/mol
SMILES   NCN.C

---

Per-record HOMO-LUMO gap, Ha: 0.303 0.286 0.362